Record 1
{"formula": "C20H49ClN9O9S2", "method": "wB97M-V/def2-TZVPD", "symbols": ["C", "C", "Cl", "C", "S", "O", "O", "N", "S", "O", "O", "C", "C", "N", "N", "N", "H", "H", "H", "H", "H", "H", "H", "H", "H", "H", "H", "H", "H", "H", "C", "C", "O", "N", "C", "H", "H", "H", "H", "H", "H", "H", "C", "C", "O", "N", "C", "H", "H", "H", "H", "H", "H", "H", "C", "C", "O", "N", "C", "H", "H", "H", "H", "H", "H", "H", "C", "C", "O", "N", "C", "H", "H", "H", "H", "H", "H", "H", "C", "C", "O", "N", "C", "H", "H", "H", "H", "H", "H", "H"], "xyz": [[1.88586, -1.54099, -0.17755], [1.33704, -0.83849, -1.40813], [1.70656, -1.88317, -2.87194], [1.96050, 0.52965, -1.66934], [1.28948, 1.93389, -0.75888], [1.74289, 1.81177, 0.62037], [1.80463, 3.06422, -1.51782], [-0.29035, 1.94294, -0.92863], [-1.26135, 1.44274, 0.23895], [-1.54293, 2.51081, 1.19267], [-0.91204, 0.15654, 0.81638], [-2.76880, 1.26825, -0.73111], [-3.54042, -0.06978, -0.70990], [-4.78322, 0.23458, -1.44536], [-3.73957, -0.53375, 0.65422], [-2.92387, -1.16604, -1.43593], [1.64282, -2.60415, -0.19882], [2.97305, -1.45478, -0.11056], [1.43844, -1.10572, 0.71650], [0.25257, -0.77896, -1.38065], [3.02591, 0.50491, -1.42246], [1.84653, 0.81836, -2.71681], [-3.43709, 2.08915, -0.45546], [-2.46177, 1.44369, -1.76328], [-5.31830, 0.87962, -0.87382], [-5.33072, -0.61926, -1.53428], [-3.77383, 0.22128, 1.32385], [-4.57596, -1.09701, 0.71110], [-2.74117, -0.87368, -2.38933], [-2.02750, -1.36051, -1.00319], [-0.56957, 1.30951, 4.05166], [-0.03819, 0.39642, 5.12640], [0.66086, -0.57923, 4.90951], [-0.37504, 0.70514, 6.41782], [-1.17959, 1.81078, 6.88637], [-0.22978, 0.97841, 3.07567], [-1.65973, 1.31834, 4.05733], [-0.20546, 2.32545, 4.21154], [0.00444, 0.06694, 7.09774], [-0.60913, 2.45620, 7.55860], [-2.06236, 1.45562, 7.42424], [-1.51069, 2.40800, 6.04375], [3.22809, 4.00770, 2.21264], [3.07417, 5.29728, 2.97094], [3.45704, 5.45891, 4.12198], [2.46111, 6.31264, 2.29892], [1.92772, 6.28793, 0.94844], [3.71662, 3.27526, 2.84855], [2.26031, 3.61208, 1.90993], [3.82473, 4.15074, 1.31123], [2.37618, 7.16092, 2.83445], [2.42058, 7.03694, 0.32447], [0.85631, 6.49616, 0.95233], [2.07496, 5.31293, 0.49481], [2.76105, -3.96601, 3.62642], [3.77194, -3.68322, 2.54172], [3.43666, -3.46659, 1.39225], [5.09160, -3.66196, 2.89812], [5.66211, -3.87689, 4.20728], [1.77516, -3.93197, 3.17642], [2.92770, -4.95153, 4.06891], [2.80229, -3.20833, 4.40691], [5.71229, -3.45877, 2.13147], [6.21586, -2.99730, 4.54373], [6.34673, -4.72906, 4.20390], [4.87320, -4.07536, 4.92554], [5.65509, -1.24973, -7.73174], [4.52840, -0.92594, -6.76866], [3.73047, -0.03720, -7.00637], [4.45338, -1.67164, -5.63666], [5.31968, -2.75380, -5.22396], [5.57392, -0.57097, -8.57516], [6.62848, -1.11561, -7.25815], [5.58272, -2.27688, -8.09168], [3.69437, -1.42342, -5.01751], [4.75200, -3.67762, -5.09787], [5.79841, -2.52414, -4.27027], [6.09337, -2.92314, -5.96611], [-9.03104, -2.84037, -3.39465], [-8.02589, -1.82715, -2.89181], [-6.83611, -2.07222, -2.83690], [-8.50312, -0.61185, -2.50082], [-9.87145, -0.14480, -2.49263], [-8.48671, -3.74055, -3.66223], [-9.76413, -3.08212, -2.62402], [-9.55917, -2.46760, -4.27315], [-7.78148, 0.02041, -2.18992], [-9.98921, 0.73050, -3.13464], [-10.18501, 0.12991, -1.48342], [-10.53452, -0.92425, -2.85452]], "e_tot_ha": -3218.14701, "total_charge": -1, "homo_energy_ha": -0.2246}

---

Record 2
{"formula": "C20H49N4O9P2", "method": "wB97M-V/def2-TZVPD", "symbols": ["C", "C", "O", "P", "O", "C", "C", "C", "C", "O", "P", "O", "O", "C", "C", "H", "H", "H", "H", "H", "H", "H", "H", "H", "H", "H", "H", "H", "H", "H", "H", "H", "H", "H", "H", "H", "C", "O", "N", "C", "C", "H", "H", "H", "H", "H", "H", "H", "C", "O", "N", "C", "C", "H", "H", "H", "H", "H", "H", "H", "C", "O", "N", "C", "C", "H", "H", "H", "H", "H", "H", "H", "C", "O", "N", "C", "C", "H", "H", "H", "H", "H", "H", "H"], "xyz": [[-4.21351, 1.72756, 6.79006], [-4.37145, 3.19766, 6.38383], [-5.22145, 3.43118, 5.24876], [-4.79432, 2.73723, 3.85350], [-5.29459, 3.57645, 2.77472], [-2.99585, 2.59074, 3.71377], [-2.53989, 1.30295, 3.04016], [-1.04416, 1.26970, 2.82246], [-0.60185, -0.22080, 2.51946], [0.11745, -0.28615, 1.32757], [0.82898, 1.32947, 1.05378], [-0.63920, 2.03379, 1.73177], [-5.51414, 1.30432, 3.92583], [-5.68317, 0.63393, 2.66571], [-6.99213, -0.12344, 2.73738], [-4.97526, 1.09544, 6.35581], [-3.20674, 1.38912, 6.56751], [-4.32228, 1.65895, 7.86738], [-4.85079, 3.71299, 7.20854], [-3.40684, 3.67969, 6.26797], [-2.68799, 3.41018, 3.07616], [-2.46395, 2.68633, 4.65566], [-2.99718, 1.21253, 2.05556], [-2.86703, 0.42377, 3.59155], [-0.57422, 1.71256, 3.71296], [-0.06592, -0.59416, 3.39157], [-1.54084, -0.74813, 2.31864], [1.90636, 0.68948, 0.37320], [1.46844, 1.11537, 2.34980], [1.55544, 2.59502, 1.01615], [0.16981, 1.52155, -0.22242], [-4.87820, -0.07749, 2.50764], [-5.68486, 1.31457, 1.82047], [-7.25390, -0.57026, 1.78739], [-6.88118, -0.87317, 3.51476], [-7.75906, 0.55125, 3.09808], [3.09613, 0.29303, -2.83960], [2.60280, 0.74828, -1.82853], [3.24089, -1.02487, -3.07841], [3.82459, -1.54538, -4.30172], [2.78326, -1.95268, -2.05808], [3.46631, 0.92964, -3.66587], [3.10074, -2.17264, -4.81720], [4.70553, -2.13827, -4.06958], [4.11200, -0.72600, -4.95844], [1.71821, -1.80921, -1.87109], [3.31360, -1.77296, -1.12215], [2.96235, -2.97386, -2.38930], [5.18803, 1.17784, 1.44216], [5.63497, 0.39403, 2.26141], [5.54354, 2.47378, 1.34518], [4.96000, 3.34172, 0.34065], [6.52361, 3.00313, 2.27121], [4.43296, 0.89326, 0.69044], [5.74405, 3.73806, -0.31181], [4.44189, 4.17402, 0.82107], [4.24151, 2.78604, -0.25998], [7.46350, 2.45568, 2.17635], [6.16826, 2.89031, 3.29675], [6.69412, 4.05649, 2.06035], [-1.60266, -0.29382, -3.13364], [-1.58082, -0.47987, -4.34201], [-2.70998, -0.00328, -2.43062], [-2.67392, 0.20122, -0.99172], [-3.97093, 0.10732, -3.13586], [-0.69688, -0.34965, -2.50873], [-3.32046, -0.53084, -0.49855], [-3.02159, 1.20906, -0.75756], [-1.65581, 0.08935, -0.61742], [-4.20239, -0.83276, -3.64063], [-3.90992, 0.89136, -3.89241], [-4.76276, 0.34568, -2.42996], [4.44871, -5.02524, -5.69193], [4.67361, -3.83237, -5.74988], [3.33420, -5.61674, -6.16360], [3.11927, -7.04545, -6.06279], [2.31764, -4.78709, -6.79176], [5.15582, -5.73754, -5.23190], [3.00436, -7.47808, -7.05918], [2.21662, -7.24824, -5.48285], [3.96654, -7.51751, -5.57015], [2.74086, -4.26647, -7.65136], [1.95548, -4.03969, -6.08621], [1.48760, -5.40900, -7.11621]], "e_tot_ha": -2370.39356, "total_charge": -1, "homo_energy_ha": -0.1496}